one) A 3-piece molecular cluster, C2H9NO4 overall. Source: the Open Molecules 2025 dataset; level of theory: ωB97M-V/def2-TZVPD.

* structure (SMILES): O=CNCO.O.O
* total charge: 0
* frontier orbital gap: 10.921 eV
* HOMO: -10.2 eV

Cartesian coordinates (Å):
O: -0.31 2.17 -0.34
C: -0.69 1.58 0.64
N: -0.91 0.22 0.67
C: -0.66 -0.54 -0.55
O: 0.55 -1.29 -0.50
H: -0.88 2.02 1.64
H: -1.39 -0.19 1.45
H: -0.65 0.15 -1.39
H: -1.47 -1.27 -0.59
H: 1.24 -0.62 -0.47
H: 0.21 -2.56 2.35
H: -0.70 -2.34 1.15
O: -0.71 -2.34 2.10
H: 2.19 1.98 -1.36
H: 1.98 1.76 -2.80
O: 2.22 1.27 -2.01

Atomic partial charges in e from the Löwdin method, atoms 1 to 4: 0.011, -0.347, 0.043, -0.247

=====

two) A 3-piece molecular cluster, C2H9NO4 overall. Source: the Open Molecules 2025 dataset; level of theory: ωB97M-V/def2-TZVPD.

* structure (SMILES): O=CNCO.O.O
* total charge: 0
* frontier orbital gap: 10.931 eV
* HOMO: -10.4 eV

Cartesian coordinates (Å):
O: -1.60 -1.27 -1.43
C: -2.00 -0.17 -1.08
N: -1.21 0.92 -1.06
C: 0.22 0.78 -1.26
O: 0.83 -0.09 -0.35
H: -3.03 -0.03 -0.73
H: -1.57 1.81 -0.75
H: 0.32 0.39 -2.28
H: 0.77 1.72 -1.23
H: 0.54 -0.98 -0.62
H: 0.35 -2.13 2.50
H: -0.96 -1.60 2.14
O: -0.09 -1.28 2.37
H: 2.60 1.49 1.02
H: 2.42 1.10 2.43
O: 3.12 1.12 1.74

Atomic partial charges in e from the Löwdin method, atoms 1 to 4: 0.010, -0.349, 0.046, -0.265

=====

The data favor one); the next most stable structure lies 6.6 kcal/mol above it.

=====

one) C5H4BrO3 as an isolated structure. Source: the Open Molecules 2025 dataset; level of theory: ωB97M-V/def2-TZVPD.

* total charge: -1
* frontier orbital gap: 7.137 eV
* HOMO: -3.5 eV

Cartesian coordinates (Å):
C: -1.35 -0.25 -0.62
C: -0.12 -0.46 -1.07
C: 1.74 1.37 -0.05
C: -1.34 -0.35 0.91
C: 0.78 -0.27 0.08
O: 2.75 1.05 -0.49
O: 1.04 2.28 0.33
O: -0.01 -0.65 1.23
Br: 2.02 -1.79 0.05
H: -2.34 -0.17 -0.99
H: 0.26 -0.41 -2.08
H: -1.41 0.73 1.33
H: -2.03 -1.07 1.35

Atomic partial charges in e from the Löwdin method, atoms 1 to 4: -0.072, -0.160, -0.706, -0.224

=====

two) C5H4BrO3 as an isolated structure. Source: the Open Molecules 2025 dataset; level of theory: ωB97M-V/def2-TZVPD.

* total charge: -1
* frontier orbital gap: 7.479 eV
* HOMO: -3.9 eV

Cartesian coordinates (Å):
C: 0.59 0.38 -1.58
C: 1.40 -0.62 -1.15
C: -0.51 0.26 2.23
C: -0.46 0.65 -0.48
C: -0.22 -0.48 0.50
O: -0.57 -0.62 3.08
O: -0.76 1.38 2.07
O: 0.93 -1.12 0.12
Br: -1.64 -1.97 0.26
H: 0.71 0.75 -2.61
H: 2.18 -1.12 -1.63
H: -0.26 1.65 0.04
H: -1.40 0.86 -0.85

Atomic partial charges in e from the Löwdin method, atoms 1 to 4: -0.073, -0.089, -0.688, -0.211

=====

The data favor two); the next most stable structure lies 9.0 kcal/mol above it.

=====

one) One molecule with the formula CN2O3S. Source: the Open Molecules 2025 dataset; level of theory: ωB97M-V/def2-TZVPD.

* total charge: 0
* frontier orbital gap: 9.463 eV
* HOMO: -10.7 eV

Cartesian coordinates (Å):
C: -1.94 -0.19 -0.01
N: -2.29 -1.28 0.07
N: 1.37 0.13 0.02
O: 0.19 0.81 0.73
O: 1.29 0.21 -1.14
O: 2.17 -0.36 0.73
S: -1.24 1.36 -0.03

Atomic partial charges in e from the Löwdin method, atoms 1 to 4: -0.592, 0.119, -0.403, -0.434

=====

two) One molecule with the formula CN2O3S. Source: the Open Molecules 2025 dataset; level of theory: ωB97M-V/def2-TZVPD.

* total charge: 0
* frontier orbital gap: 9.467 eV
* HOMO: -10.5 eV

Cartesian coordinates (Å):
C: 2.01 0.28 -0.10
N: 2.67 1.08 -0.59
N: -1.59 -0.05 0.18
O: -1.56 -0.07 1.37
O: -2.30 0.38 -0.64
O: -0.29 -0.60 -0.59
S: 1.05 -1.02 0.37

Atomic partial charges in e from the Löwdin method, atoms 1 to 4: -0.599, 0.114, -0.372, 0.126

=====

The data favor two); the next most stable structure lies 2.0 kcal/mol above it.

=====

one) One molecule with the formula C3H4S2. Source: the Open Molecules 2025 dataset; level of theory: ωB97M-V/def2-TZVPD.

* structure (SMILES): C=CSC=S
* total charge: 0
* frontier orbital gap: 8.519 eV
* HOMO: -8.7 eV

Cartesian coordinates (Å):
C: -0.29 -0.64 1.62
C: -0.39 -0.73 0.35
C: 0.46 1.01 -1.56
H: -0.32 -1.60 2.19
H: 0.02 0.29 2.16
H: -0.44 -1.63 -0.20
H: 1.13 0.10 -1.64
S: -0.79 0.90 -0.38
S: 0.62 2.29 -2.54

Atomic partial charges in e from the Löwdin method, atoms 1 to 4: -0.123, -0.466, -1.107, 0.081

=====

two) A 2-piece molecular cluster, C3H4S2 overall. Source: the Open Molecules 2025 dataset; level of theory: ωB97M-V/def2-TZVPD.

* total charge: 0
* frontier orbital gap (spin up / spin down): 8.452 / 7.746 eV
* HOMO (spin up / spin down): -9.5 / -8.3 eV

Cartesian coordinates (Å):
C: 0.94 1.34 0.85
C: 0.30 0.44 0.40
C: -0.48 -0.44 -0.34
S: 0.07 -2.04 0.20
S: -0.31 -0.21 -2.06
H: 1.81 1.84 1.12
H: -2.51 -0.15 0.27
H: 0.37 -1.89 1.51
H: -0.19 1.10 -1.93

Atomic partial charges in e from the Löwdin method, atoms 1 to 4: 0.131, -0.420, -1.141, 0.709

=====

three) One molecule with the formula C3H4S2. Source: the Open Molecules 2025 dataset; level of theory: ωB97M-V/def2-TZVPD.

* total charge: 0
* frontier orbital gap (spin up / spin down): 7.025 / 6.019 eV
* HOMO (spin up / spin down): -8.1 / -7.6 eV

Cartesian coordinates (Å):
C: -1.06 0.22 0.86
C: 1.06 0.23 -0.83
C: -0.26 0.54 -0.31
S: -1.46 1.71 -0.14
S: 2.23 1.10 0.30
H: -1.85 -0.48 0.98
H: -0.56 0.36 1.92
H: 1.15 -0.78 -0.76
H: 1.39 0.57 -1.91

Atomic partial charges in e from the Löwdin method, atoms 1 to 4: -0.367, -0.694, -0.647, 0.953

=====

four) A 2-piece molecular cluster, C3H4S2 overall. Source: the Open Molecules 2025 dataset; level of theory: ωB97M-V/def2-TZVPD.

* total charge: 0
* frontier orbital gap: 8.949 eV
* HOMO: -8.8 eV

Cartesian coordinates (Å):
C: -2.56 0.16 -0.62
C: -2.34 -0.77 0.15
C: 1.66 -0.32 0.46
S: 1.17 1.28 0.55
S: 3.10 -0.73 -0.15
H: -2.94 1.00 -1.17
H: -0.13 0.86 0.59
H: -1.96 -1.71 0.66
H: 3.99 0.22 -0.47

Atomic partial charges in e from the Löwdin method, atoms 1 to 4: -0.021, -0.022, -1.068, 0.669

=====

The data favor one); the next most stable structure lies 44.7 kcal/mol above it.

=====

one) One molecule with the formula C3H4S2. Source: the Open Molecules 2025 dataset; level of theory: ωB97M-V/def2-TZVPD.

* structure (SMILES): CC(=S)C=S
* total charge: 0
* frontier orbital gap (spin up / spin down): 6.770 / 6.768 eV
* HOMO (spin up / spin down): -9.4 / -9.4 eV

Cartesian coordinates (Å):
C: -0.55 0.32 -1.70
C: 0.30 -0.38 -0.82
C: 0.35 0.10 0.62
S: -1.38 1.78 -1.60
S: 0.93 -1.92 -1.38
H: -0.81 -0.33 -2.52
H: 1.23 0.51 1.14
H: 0.08 -0.77 1.26
H: -0.47 0.79 0.65

Atomic partial charges in e from the Löwdin method, atoms 1 to 4: -0.695, -0.777, -0.134, 0.702

=====

two) A 2-piece molecular cluster, C3H4S2 overall. Source: the Open Molecules 2025 dataset; level of theory: ωB97M-V/def2-TZVPD.

* total charge: 0
* frontier orbital gap: 5.724 eV
* HOMO: -8.1 eV

Cartesian coordinates (Å):
C: -1.31 0.70 -0.34
C: -0.89 -0.74 -0.37
C: 1.80 -0.31 0.43
S: -1.94 -0.26 -1.76
S: -1.81 -0.08 1.12
H: -0.98 1.65 -0.36
H: 2.19 -0.95 -0.26
H: 1.39 -0.69 1.33
H: 1.55 0.67 0.22

Atomic partial charges in e from the Löwdin method, atoms 1 to 4: -0.995, -0.704, 0.260, 0.748

=====

The data favor one); the next most stable structure lies 123.0 kcal/mol above it.

=====

one) One molecule with the formula C6H11NO3. Source: the Open Molecules 2025 dataset; level of theory: ωB97M-V/def2-TZVPD.

* structure (SMILES): CCC(=O)NCC(=O)OC
* total charge: 0
* frontier orbital gap: 10.427 eV
* HOMO: -9.8 eV

Cartesian coordinates (Å):
C: -3.60 -0.44 0.48
C: -2.44 -0.51 -0.45
C: -1.48 0.50 -0.30
C: 0.83 1.37 -0.05
C: 2.18 0.79 0.11
C: 3.61 -1.06 -0.08
H: -3.40 -0.56 1.55
H: -4.29 0.39 0.15
H: -4.43 -1.25 0.71
H: -1.88 -1.35 -0.39
H: -2.79 -0.71 -1.37
H: 0.03 -0.56 -0.37
H: 0.95 2.07 1.08
H: 0.92 2.19 -0.82
H: 4.08 -0.73 0.79
H: 3.74 -2.22 0.08
H: 4.40 -0.72 -0.83
N: -0.12 0.24 -0.13
O: -1.92 1.71 -0.21
O: 3.25 1.41 0.14
O: 2.36 -0.57 -0.10

Atomic partial charges in e from the Löwdin method, atoms 1 to 4: -0.094, -0.212, -0.398, -0.044

=====

two) One molecule with the formula C6H11NO3. Source: the Open Molecules 2025 dataset; level of theory: ωB97M-V/def2-TZVPD.

* structure (SMILES): [H]/N=C(/C)C(C)(C)OC(=O)O
* total charge: 0
* frontier orbital gap: 8.652 eV
* HOMO: -8.9 eV

Cartesian coordinates (Å):
C: 1.26 -0.91 1.58
C: -1.91 -0.43 0.19
C: 0.39 -1.00 0.36
O: -2.45 -0.40 1.42
N: 0.36 -2.11 -0.23
O: -2.31 -1.05 -0.75
H: -3.12 0.30 1.46
H: -0.36 -2.18 -0.95
H: 0.72 -1.15 2.49
H: 2.12 -1.58 1.50
H: 1.74 0.04 1.79
C: 0.99 1.68 0.00
C: 0.03 0.37 -1.93
C: 0.02 0.62 -0.44
O: -1.23 0.92 0.07
H: 0.74 2.62 -0.50
H: 0.90 1.87 1.07
H: -0.30 1.29 -2.43
H: 2.02 1.38 -0.22
H: -0.67 -0.41 -2.22
H: 1.04 0.14 -2.26

Atomic partial charges in e from the Löwdin method, atoms 1 to 4: -0.055, -0.503, -0.293, 0.126

=====

The data favor two); the next most stable structure lies 45.3 kcal/mol above it.